Entry from the Open Molecules 2025 dataset: an isolated molecule of C3H9NO in a non-equilibrium geometry (the ωB97M-V functional and the def2-TZVPD basis).

Each line ends with the Löwdin charge.
Geometry (Å):
C1 -1.6478 -0.8176 -1.2517  -0.139
O1 -0.5422 -0.0330 -0.9136  -0.187
C2 0.0978 -0.4919 0.2518  -0.276
C3 1.3051 0.3734 0.5875  -0.324
N1 0.9754 1.7851 0.6487  -0.049
H1 -1.9429 -0.5202 -2.2692  0.094
H2 -2.4996 -0.8062 -0.5183  0.099
H3 -1.4009 -1.8684 -1.3237  0.071
H4 0.5118 -1.5539 0.1140  0.137
H5 -0.6274 -0.5166 1.1251  0.131
H6 1.7940 -0.0221 1.5164  0.114
H7 2.0180 0.2784 -0.2639  0.119
H8 0.0920 1.9520 1.3274  0.133
H9 1.8666 2.2410 0.9696  0.078

## Properties
SMILES string: COCCN
ΔE to the lowest compared entry with this formula, charge and spin, kcal/mol: 41.44
DFT total energy, hartree: -249.647647
Molar mass, g mol⁻¹: 75.11
Strongest force on any atom, eV/A: 3.59